The following is a quantum chemistry calculation of a cluster of 11 separate species, C3H28N2O11S in total at a distorted geometry, from the Open Molecules 2025 dataset.

The geometry in ORCA input format:
```
! RIJCOSX wB97M-V def2-TZVPD def2/J DEFGRID3
* xyz 0 1
O -3.30925 2.37912 -1.92522
H 2.71600 0.35012 1.10622
H 2.39404 -0.53722 -0.87547
O -1.40217 -1.84556 -0.11020
H -0.47040 4.54442 0.17021
H -3.99870 1.60364 -1.96351
H 3.55190 -0.31364 2.18336
H 0.68895 -4.26697 -0.64293
O 1.17172 0.77891 3.29026
H -0.63786 1.12688 -3.09061
O -0.10230 4.47822 -0.72605
O -3.48373 -0.62585 1.09421
C 0.44500 1.22246 -0.04854
H -2.49604 1.98834 -2.44703
H -0.58855 2.45094 1.17726
H 1.76088 -1.61454 -3.51955
N -0.72035 1.72650 0.46313
H 0.39099 2.25259 -2.39904
O -3.16557 -1.11470 3.26491
H -1.71628 -1.41795 -0.82833
H -2.62415 -0.17990 1.24523
H -3.12838 -2.08173 3.02467
H 0.02142 3.40084 -0.64875
H -1.52361 1.81109 -0.16192
C 1.88788 0.10130 -1.69205
H -2.27956 -1.03023 3.52491
C 0.45002 0.48356 -1.40463
H -0.33919 -0.34886 -1.48599
H 0.59453 -2.01142 2.96054
H 2.52986 1.01870 -1.54842
O 1.41315 -2.30573 1.22306
H 0.77309 -1.70000 0.82525
H -2.25770 -2.17391 0.30384
H -0.40371 -3.15117 -0.72970
O -0.05480 -3.92764 -1.18477
H 0.85939 0.92945 2.43018
H -4.07753 -0.17380 1.64584
H 0.88033 -0.14430 3.46931
O 3.28953 -0.48220 1.29556
O -0.35873 -1.78656 3.23946
N -0.24109 1.56323 -2.20805
S 2.12566 -0.39065 -3.50689
H 2.28035 -1.76573 1.25336
H -0.86888 -2.03080 2.45354
O 1.50100 1.43241 0.50922
*
```

Its structure (SMILES) is NC(=O)[C@@H](N)CS.O.O.O.O.O.O.O.O.O.O. For the HOMO-LUMO gap, the calculation gives 9.53 eV. The total energy comes out at -39901.86866 eV.

***

The following is a quantum chemistry calculation of a structure of composition C3H2AlO3 at a distorted geometry, from the Open Molecules 2025 dataset.

The geometry in ORCA input format:
```
! RIJCOSX wB97M-V def2-TZVPD def2/J DEFGRID3
* xyz 3 1
O 1.42546 -0.50076 0.56504
C 0.45800 -2.44251 -0.68514
O 0.69080 1.89023 0.46025
C 0.94637 -1.47854 -0.14659
H -0.01168 -3.30398 -1.12210
Al -3.19510 2.09685 0.08648
H 1.73905 0.28329 0.02426
C -0.44756 1.72969 0.50634
O -1.60535 1.72573 0.31147
*
```

As for the relative energy (zero: lowest compared OMol25 entry of this formula, charge and spin): 0.0 kJ/mol. For the HOMO-LUMO gap (spin up / spin down), the calculation gives 8.07 / 6.91 eV. The total energy comes out at -15841.16414 eV.

***

The following is a quantum chemistry calculation of a structure of composition C3H2Br2N2 at a distorted geometry, from the Open Molecules 2025 dataset.

The geometry in ORCA input format:
```
! RIJCOSX wB97M-V def2-TZVPD def2/J DEFGRID3
* xyz 0 1
Br 2.18619 0.68990 0.22016
N 1.23026 -2.69299 0.42818
C -0.64322 0.58612 -0.37867
C 0.42711 -0.18417 0.32322
H 0.11617 -0.16939 1.47397
Br -2.41613 0.00065 0.23531
C 0.93024 -1.61771 0.31764
H -1.33962 1.83586 -1.46601
N -0.49101 1.55174 -1.15379
*
```

As for the relative energy (zero: lowest compared OMol25 entry of this formula, charge and spin): 179.0 kJ/mol. For the HOMO-LUMO gap, the calculation gives 10.59 eV. The total energy comes out at -146206.51767 eV.

***

The following is a quantum chemistry calculation of a cluster of 2 separate species, C3H2Br2N2O in total at a distorted geometry, from the Open Molecules 2025 dataset.

The geometry in ORCA input format:
```
! RIJCOSX wB97M-V def2-TZVPD def2/J DEFGRID3
* xyz 0 1
Br 1.63136 -2.39891 0.65461
C -0.66686 -0.71278 0.57320
N 0.99136 -0.19895 -0.83997
C -1.08250 0.41865 -0.02430
H -1.09374 -1.33838 1.33123
C -0.03681 0.77213 -1.01364
O -0.04036 1.59785 -1.88691
N 0.56686 -1.02346 0.02809
H -1.99565 0.95908 0.11084
Br 1.72633 1.92477 1.06684
*
```

As for the relative energy (zero: lowest compared OMol25 entry of this formula, charge and spin): 319.9 kJ/mol. For the HOMO-LUMO gap (spin up / spin down), the calculation gives 6.09 / 8.09 eV. The total energy comes out at -148252.19802 eV.

***

The following is a quantum chemistry calculation of a cluster of 2 separate species, C3H2Br2N3O2 in total at a distorted geometry, from the Open Molecules 2025 dataset.

The geometry in ORCA input format:
```
! RIJCOSX wB97M-V def2-TZVPD def2/J DEFGRID3
* xyz -1 1
O -1.60788 -1.38432 -1.11726
C 0.42021 0.34509 1.90166
Br -0.89898 1.67060 1.79944
C -1.21288 -0.52220 -1.87304
N 0.14305 0.08572 -1.24544
O -1.51075 0.06578 -2.88174
N 0.51331 1.20990 -1.31734
N 0.93516 2.25652 -1.12966
H -0.33935 -1.22118 0.71913
Br 1.86344 -2.07300 1.40861
H 1.25633 0.40901 2.45950
C 0.43833 -0.84194 1.27613
*
```

As for the relative energy (zero: lowest compared OMol25 entry of this formula, charge and spin): 48.9 kJ/mol. For the HOMO-LUMO gap, the calculation gives 7.79 eV. The total energy comes out at -151792.95005 eV.

***

The following is a quantum chemistry calculation of the molecule C3H2Br2P2 at a distorted geometry, from the Open Molecules 2025 dataset.

The geometry in ORCA input format:
```
! RIJCOSX wB97M-V def2-TZVPD def2/J DEFGRID3
* xyz 0 1
P 0.39450 1.33975 -0.55353
C -1.21845 0.33603 -0.15705
H -2.18274 0.74193 -0.37411
H 0.55236 2.23817 0.69006
C -0.91675 -0.98449 0.03770
C 1.52151 -0.08858 -0.05883
P 0.80660 -1.61793 0.11221
Br -2.34016 -2.26904 0.10730
Br 3.38312 0.30416 0.19625
*
```

Its structure (SMILES) is BrC1=PC(Br)=[PH]=C1. As for the relative energy (zero: lowest compared OMol25 entry of this formula, charge and spin): 67.9 kJ/mol. For the HOMO-LUMO gap, the calculation gives 8.28 eV. The total energy comes out at -161803.84536 eV.

***

The following is a quantum chemistry calculation of a structure of composition C3H2Br2P2 at a distorted geometry, from the Open Molecules 2025 dataset.

The geometry in ORCA input format:
```
! RIJCOSX wB97M-V def2-TZVPD def2/J DEFGRID3
* xyz 0 1
Br -0.24217 -2.63176 0.46073
C 2.09761 -0.20896 -0.02495
C -1.14157 1.38283 -0.25402
H 0.47387 0.08912 -1.83555
P 0.45776 0.30654 -0.55071
Br 2.18669 -0.50309 1.79692
C -0.74283 -0.96565 -0.13445
H -1.19504 2.40036 -0.13528
P -1.89432 0.13062 0.67731
*
```

As for the relative energy (zero: lowest compared OMol25 entry of this formula, charge and spin): 573.4 kJ/mol. For the HOMO-LUMO gap (spin up / spin down), the calculation gives 6.23 / 7.14 eV. The total energy comes out at -161798.60653 eV.

***

The following is a quantum chemistry calculation of a cluster of 2 separate species, C3H2Br2S2 in total, from the Open Molecules 2025 dataset.

The geometry in ORCA input format:
```
! RIJCOSX wB97M-V def2-TZVPD def2/J DEFGRID3
* xyz 0 1
H -1.75483 0.29821 2.48251
C -0.88161 -0.06497 2.02888
S 1.51833 -1.08451 0.78813
H -0.09254 0.64384 -1.02036
C 0.14032 -0.45263 1.52769
Br -1.79989 -0.95214 -1.92271
C -0.41313 0.34636 -2.01088
S 0.21600 0.94675 -3.35160
Br 3.06735 0.31909 1.47834
*
```

Its structure (SMILES) is C#CSBr.S=CBr. As for the relative energy (zero: lowest compared OMol25 entry of this formula, charge and spin): 192.3 kJ/mol. For the HOMO-LUMO gap, the calculation gives 8.24 eV. The total energy comes out at -164895.80436 eV.